Density functional theory data (ωB97M-V/def2-TZVPD) for a cluster of 2 separate species, C3H5FO2 in total at a distorted geometry.

SMILES string: O=C1CC1.OF
Relative energy (zero: lowest compared OMol25 entry of this formula, charge and spin) in eV: 5.8221
Orbital gap in eV: 10.276
LUMO level in eV: 0.60

The geometry in ORCA input format:
```
! RIJCOSX wB97M-V def2-TZVPD def2/J DEFGRID3
* xyz 0 1
F 1.707 1.982 0.716
H 0.120 1.675 1.416
C -0.001 0.032 -0.425
O 0.771 2.386 1.629
H -0.735 0.833 -0.323
H -1.665 -1.208 -1.273
C -0.221 -1.154 0.359
H -0.013 -1.922 -1.652
C -0.625 -1.248 -1.046
H 0.884 0.275 -0.840
O -0.223 -1.651 1.440
*
```



Density functional theory data (ωB97M-V/def2-TZVPD) for a cluster of 2 separate species, C34H39BrN2O3 in total at a distorted geometry.

Orbital gap in eV: 3.350
LUMO level in eV: -2.16

The geometry in ORCA input format:
```
! RIJCOSX wB97M-V def2-TZVPD def2/J DEFGRID3
* xyz 0 1
C -0.955 -4.034 0.222
C -0.218 -3.969 2.650
H -2.355 -2.881 3.899
H -0.985 -3.465 -0.715
H -1.765 3.436 -2.307
N -2.681 -2.303 1.922
H -1.963 -4.393 0.462
C -2.678 2.060 3.516
C 5.380 0.575 0.057
O -4.783 -2.355 0.966
H 1.479 -2.102 1.735
H -1.883 2.686 3.927
C -1.311 -1.935 1.585
C -3.721 1.614 4.334
H -1.102 -4.561 2.909
H 0.619 -4.677 2.555
H 1.089 -2.271 -0.007
C 1.467 1.338 -3.324
C 4.468 0.251 2.279
H 4.606 0.049 3.343
C -3.103 -3.005 3.109
H -3.195 2.020 -4.618
H 5.123 4.161 -3.539
C 5.042 0.798 -4.175
H 5.703 -0.014 -4.463
C -3.624 -1.952 0.986
O -0.804 1.848 -3.235
C -1.776 2.910 -3.274
H -3.898 3.025 -3.346
H 0.544 0.105 1.647
C 4.096 0.789 -0.431
C 5.572 2.075 -3.916
H 3.935 1.013 -1.486
C -0.365 -3.185 1.347
H -3.091 -1.354 -0.990
H -3.750 1.886 5.391
C 2.795 1.639 -3.669
C -3.117 2.288 -3.555
H -3.036 1.135 -0.443
H -1.845 2.075 1.511
H 6.233 0.636 -0.625
C 5.572 0.284 1.417
H -3.302 1.391 -2.951
C 0.511 0.211 0.557
Br 7.445 2.325 -3.863
C 3.677 0.578 -4.057
H 1.485 1.051 -1.159
C 1.045 -2.759 0.969
C -4.733 0.812 3.794
C 1.621 0.692 -0.137
C 3.350 2.954 -3.563
C -3.587 0.425 0.185
C -3.628 0.870 1.631
H 1.674 -3.662 0.913
O 0.625 3.583 -3.064
C 0.461 2.365 -3.189
H -4.616 0.343 -0.195
C -4.690 0.459 2.445
C 4.720 3.162 -3.660
H -0.312 -4.910 0.059
H -0.886 -1.347 2.423
H -5.557 0.451 4.413
C -2.645 1.709 2.161
C 3.181 0.474 1.797
N -1.563 -1.033 0.435
H 0.030 -3.293 3.481
H -4.059 -2.585 3.453
H -3.256 -4.077 2.910
C 2.953 0.679 0.409
H 2.332 0.479 2.484
C -2.979 -0.968 0.037
H 1.109 0.317 -3.370
H -0.947 0.283 -1.042
H -5.479 -0.160 2.011
H 6.574 0.098 1.798
H -1.506 3.619 -4.068
H 2.671 3.779 -3.369
H 3.236 -0.403 -4.251
C -0.672 -0.153 -0.076
*
```



Density functional theory data (ωB97M-V/def2-TZVPD) for the ion C18H27BrClIN3O2 with charge +1 at a distorted geometry.

SMILES string: CCCN1C(NBr)=[N+](c2ccccc2)[C@H](Cl)O[C@]1(I)CCCCCOC
Orbital gap in eV: 7.185
LUMO level in eV: -4.32

The geometry in ORCA input format:
```
! RIJCOSX wB97M-V def2-TZVPD def2/J DEFGRID3
* xyz 1 1
H 4.377 -0.199 -0.967
H -5.551 2.708 -0.268
H -5.526 -1.674 1.458
H -6.196 0.342 0.399
C -5.136 0.077 0.038
I 1.051 -2.297 -0.641
C 3.755 -1.728 -4.327
C 2.532 0.522 -2.325
C 2.050 -0.334 1.938
H 4.171 -2.542 -5.026
H 1.562 -1.327 2.194
H -3.096 -2.283 2.029
H 0.210 -0.361 4.513
N 1.970 1.512 -1.381
C -4.500 2.293 -0.462
H 1.805 -0.075 5.501
C 1.363 -0.393 4.492
C 0.393 -0.330 0.059
N 1.399 0.441 0.839
H 5.317 -2.037 -2.658
C 3.812 -0.322 -1.959
C 0.487 1.570 -1.396
C -3.319 -1.321 1.433
N 3.478 1.734 0.461
H -2.505 -0.577 -0.556
H 1.036 1.312 3.098
H 3.789 1.606 1.433
H -1.187 0.364 1.584
Br 4.609 2.778 -0.641
H 0.172 1.836 -2.474
C -0.855 -0.616 1.077
C 4.400 -1.408 -2.928
H 3.193 -0.433 1.783
H -1.968 -2.280 -0.089
H 1.970 -1.102 -5.683
H -3.191 -0.407 2.130
H 1.649 -1.487 4.335
H -5.148 -0.046 -1.115
O -0.181 0.349 -1.073
H -0.579 -1.399 1.880
C 1.911 0.180 -3.731
H 2.870 1.114 3.579
H 0.953 0.721 -4.078
O -4.208 1.140 0.363
C 1.902 0.581 3.295
H -4.462 2.029 -1.592
H -3.725 3.131 -0.321
C 2.322 1.204 0.033
Cl -0.098 3.023 -0.386
C -4.738 -1.353 0.684
C 2.484 -0.885 -4.691
H -4.683 -2.123 -0.172
C -2.140 -1.224 0.309
*
```



Density functional theory data (ωB97M-V/def2-TZVPD) for a structure of composition C13H20BrNO2 at a distorted geometry.

Relative energy (zero: lowest compared OMol25 entry of this formula, charge and spin) in eV: 12.8050
Orbital gap in eV: 8.210
LUMO level in eV: 0.59

The geometry in ORCA input format:
```
! RIJCOSX wB97M-V def2-TZVPD def2/J DEFGRID3
* xyz 0 1
H 1.258 -3.920 -1.147
H 4.493 -1.639 -1.082
H -2.472 -2.818 -0.898
H -2.838 1.752 -0.796
C 2.332 -2.327 0.015
O -1.334 0.107 0.672
C -0.514 -2.703 0.404
H 2.756 -1.316 0.075
C -2.429 -0.881 -0.323
H -1.691 5.949 1.563
C -0.658 2.043 1.341
N 0.351 -2.059 -0.989
H -2.808 4.169 -0.842
H -3.491 -0.511 -0.220
H -0.253 -2.145 1.241
C -2.052 -2.221 -0.079
H -1.971 -0.602 -1.415
C 1.479 -2.754 -1.057
C 4.497 -2.664 -0.990
H 5.575 -3.175 -0.890
H 4.204 -2.859 -2.212
C -0.374 3.295 1.543
O 3.641 -2.982 -0.010
C -1.112 4.201 0.765
H -0.097 5.947 0.443
H 1.952 -2.504 -2.138
C -2.106 3.410 -0.083
C -2.201 2.172 -0.326
H -2.593 -2.463 0.974
C -1.564 1.302 0.596
H 0.368 -1.228 -0.848
H -1.603 5.939 -0.079
H 2.016 -2.719 1.031
Br 0.507 0.779 2.580
H 0.376 3.787 2.023
H -0.497 -3.793 0.407
C -1.153 5.430 0.751
*
```



Density functional theory data (ωB97M-V/def2-TZVPD) for a structure of composition C20H42CeNP3S at a distorted geometry.

Relative energy (zero: lowest compared OMol25 entry of this formula, charge and spin) in eV: 0.0000
Orbital gap (alpha / beta) in eV: 5.880 / 3.857
⟨S²⟩: 0.759
LUMO level (alpha / beta) in eV: -10.35 / -12.26

The geometry in ORCA input format:
```
! RIJCOSX wB97M-V def2-TZVPD def2/J DEFGRID3
* xyz 3 2
H -2.023 -2.995 -1.592
C 3.779 0.377 -1.535
C 0.038 -2.590 -4.480
C -0.782 -2.195 -5.529
H -3.784 -0.846 1.323
H 1.645 2.653 -1.716
H 1.420 2.877 1.823
H 0.882 1.704 3.050
C 2.318 2.692 -0.854
C -2.550 -2.112 -1.975
P 2.593 0.964 -0.267
S 1.700 -2.146 -2.384
C -3.990 -1.182 0.299
H 3.289 3.083 -1.166
H -1.126 -2.278 5.482
H 0.224 -2.363 -7.965
H 2.601 -4.101 -6.982
H 4.144 -0.608 -1.230
H 4.609 1.885 0.749
C 1.264 -2.633 -7.761
H -1.764 0.544 2.885
H 1.143 -0.187 5.370
H -2.459 0.893 -2.481
P -2.520 -0.764 -0.719
H 0.107 -3.635 -4.188
H -4.907 -0.697 -0.073
Ce 0.377 -1.119 -0.023
H 4.179 0.289 1.447
H -1.114 -0.687 -7.000
C 0.974 -0.354 -4.307
H -1.375 3.810 0.821
C -0.644 -0.916 -6.052
H -2.185 2.272 2.698
C 0.542 2.420 2.293
C 0.622 -1.086 5.002
H -4.113 0.262 -2.178
H -0.270 3.366 -0.527
H -3.601 -2.357 -2.161
H 3.271 1.736 1.943
C 0.847 -1.656 -3.780
N 0.347 -0.992 2.394
H 1.294 -1.946 5.184
H 1.678 0.349 -3.852
H 2.029 -1.994 -8.226
C -1.980 1.333 2.159
H -0.512 -1.345 6.859
H 1.882 3.357 -0.101
H -1.930 2.745 -0.520
C 0.206 0.003 -5.415
C -3.193 0.628 -1.714
H -0.071 0.037 -1.547
C -0.681 -1.322 5.778
C -1.081 3.010 0.119
H 3.291 0.248 -2.508
H -2.053 -1.799 -2.902
H -1.432 -0.560 5.569
H -3.408 1.512 -1.101
H -4.130 -2.273 0.309
H 4.607 1.094 -1.604
H 0.278 1.008 -5.823
P -0.515 1.548 1.069
C 3.778 1.252 1.101
H -2.858 1.036 1.574
C 1.562 -3.741 -7.067
H 0.774 -4.378 -6.651
H -1.460 -2.927 -6.025
C 0.440 -0.959 3.567
H -0.059 3.207 2.781
*
```



Density functional theory data (ωB97M-V/def2-TZVPD) for a structure of composition C42H44AsBaBrN9O10PS2 at a distorted geometry.

Relative energy (zero: lowest compared OMol25 entry of this formula, charge and spin) in eV: 0.5024
Orbital gap (alpha / beta) in eV: 6.167 / 6.169
LUMO level (alpha / beta) in eV: 2.87 / 2.88

The geometry in ORCA input format:
```
! RIJCOSX wB97M-V def2-TZVPD def2/J DEFGRID3
* xyz -2 1
H 4.283 3.195 3.901
H 1.778 4.758 2.837
C 1.200 4.271 3.589
H -0.839 -2.763 -1.292
S 6.890 5.966 2.123
C 2.723 4.438 -0.600
O 7.860 7.036 2.231
H 1.183 -0.584 -4.304
H -3.549 1.534 3.009
H 1.373 4.780 4.555
O 2.020 2.009 2.251
C -2.064 -4.412 -1.652
C 0.795 1.407 -5.087
O 0.183 -1.061 2.724
C -0.024 2.462 -5.058
C 2.878 -0.598 -2.196
C -3.645 1.381 -2.708
C -1.078 2.377 -4.141
H -1.023 4.045 -1.384
As -0.616 -3.102 -3.957
H 2.815 -5.833 -1.074
Ba 0.655 0.606 0.438
S -1.629 2.817 1.764
H 2.701 2.445 -1.429
O -0.720 -1.859 0.868
H -0.079 3.391 -5.630
C 3.458 2.700 4.408
O 6.636 5.150 3.273
C 0.603 0.321 -4.294
C 2.197 6.563 0.744
H 1.113 0.580 5.030
H 0.125 4.222 3.385
C 0.772 1.618 4.792
C -0.504 -1.860 2.103
C -1.888 -4.022 2.399
C -1.115 1.355 -3.219
C 3.053 -2.983 -2.893
H 3.229 -2.515 -3.876
C 2.845 -2.070 -1.838
H -2.164 -4.098 1.420
C 0.032 4.132 -1.068
H -0.132 5.996 -0.065
H -0.144 1.538 4.307
C -1.104 -3.002 2.943
N -3.616 1.099 2.110
O 3.437 -0.352 -3.310
C -2.398 -5.022 3.206
O -2.464 -6.184 6.550
C -2.183 1.366 -2.162
H -3.839 0.493 -3.258
C 2.984 -4.304 -2.570
C 2.116 8.755 1.646
H 1.601 9.705 1.733
C -2.279 -4.907 4.571
C 2.716 -4.768 -1.243
C -0.985 -4.881 -4.623
C -1.048 -2.872 4.354
N 0.824 3.120 -1.460
H -3.146 -2.988 -3.843
H -5.273 -4.182 -0.461
O 2.273 0.097 -1.347
Br 2.109 -4.155 1.502
C 0.514 5.242 -0.383
H -3.181 -2.708 -0.865
O 5.113 7.220 2.480
C -2.714 1.650 1.218
H -0.516 -1.989 4.641
C -3.288 -6.506 -1.505
C -4.404 -5.929 -1.034
H -4.392 1.443 -1.869
H -2.039 -5.129 -4.670
C -2.140 -5.821 -1.800
C -1.658 -3.808 5.160
C 1.441 7.715 0.955
H -2.967 -5.784 2.795
H -0.694 -4.964 -5.609
H 3.775 1.652 4.500
C 1.811 5.392 -0.106
H 1.657 1.445 -5.724
N 2.465 -2.454 -0.614
P 1.863 2.598 3.612
N -0.334 0.276 -3.325
C -3.212 -3.790 -1.139
N -1.804 1.347 -0.903
H 3.786 4.526 -0.514
C 3.961 7.350 1.990
N -2.849 1.153 -0.010
C 2.414 -3.735 -0.334
H -3.719 2.196 -3.430
H 0.586 2.135 5.726
H -3.185 -7.525 -1.775
H -2.477 -1.412 -3.990
O -3.945 -6.365 4.931
H -1.365 -6.425 -2.199
H -2.522 -2.367 -5.439
C -4.320 -4.556 -0.839
H -1.756 3.166 -3.928
C -0.856 -3.641 -1.956
H -5.231 -6.563 -0.766
C 2.106 3.267 -1.149
H 3.122 -5.098 -3.337
H 3.230 3.171 5.338
N -2.876 -5.916 5.452
H 0.020 -4.150 -1.732
C -2.383 -2.398 -4.320
H -0.527 -5.730 -4.200
H 0.519 7.935 0.470
N 3.323 8.594 2.150
N 3.429 6.419 1.244
H -4.220 0.373 1.842
H -1.471 -3.850 6.238
*
```



Density functional theory data (ωB97M-V/def2-TZVPD) for a cluster of 8 separate species, H16O8 in total at a distorted geometry.

SMILES string: O.O.O.O.O.O.O.O
Relative energy (zero: lowest compared OMol25 entry of this formula, charge and spin) in eV: 1.7830
Orbital gap in eV: 11.593
LUMO level in eV: 0.46

The geometry in ORCA input format:
```
! RIJCOSX wB97M-V def2-TZVPD def2/J DEFGRID3
* xyz 0 1
O 1.288 -1.989 -0.680
H -0.011 -0.522 1.754
O -1.069 -1.760 0.827
H 2.977 -0.176 0.818
H -1.247 -0.151 -1.452
O -2.724 -0.375 -0.542
O 2.963 0.273 -0.006
H 0.304 0.292 2.872
H 2.240 0.946 0.088
O -0.277 -0.122 -1.639
O 0.801 2.093 -0.714
H 1.911 -1.226 -0.551
H -1.414 -1.279 -0.018
H -2.331 0.638 -0.346
H 1.480 -2.452 -1.471
O -1.463 1.946 0.546
H -0.505 -2.511 0.524
H 0.312 1.377 -1.153
O 0.684 0.037 2.061
H -3.361 -0.515 0.167
H 0.116 -0.883 -1.116
H -1.202 1.432 1.330
H -0.639 2.156 0.019
H 1.166 2.770 -1.317
*
```



Density functional theory data (ωB97M-V/def2-TZVPD) for an isolated molecule of C5H11NO.

SMILES string: CCN(C)C(C)=O
Relative energy (zero: lowest compared OMol25 entry of this formula, charge and spin) in eV: 0.4220
Orbital gap in eV: 10.012
LUMO level in eV: 0.89

The geometry in ORCA input format:
```
! RIJCOSX wB97M-V def2-TZVPD def2/J DEFGRID3
* xyz 0 1
H -0.354 2.750 -0.347
H -1.959 0.205 0.272
H -1.264 1.975 -1.658
H 0.107 -2.313 -0.764
H 1.175 -0.850 1.718
C 0.368 -2.278 0.298
H -0.533 -2.480 0.889
C 0.441 0.814 -0.955
C -0.262 2.128 -1.243
C -1.104 0.431 0.924
O 1.258 0.352 -1.737
H 1.086 -3.080 0.501
H -1.216 1.456 1.294
H 1.932 -0.810 0.119
H -1.162 -0.242 1.783
H 0.342 2.649 -1.986
N 0.164 0.217 0.250
C 0.980 -0.925 0.640
*
```



Density functional theory data (ωB97M-V/def2-TZVPD) for a cluster of 2 separate species, C5H2N2S2 in total at a distorted geometry.

Relative energy (zero: lowest compared OMol25 entry of this formula, charge and spin) in eV: 1.1099
Orbital gap in eV: 6.726
LUMO level in eV: -2.97

The geometry in ORCA input format:
```
! RIJCOSX wB97M-V def2-TZVPD def2/J DEFGRID3
* xyz 0 1
N 0.114 0.233 2.379
C 1.058 0.396 0.023
S 1.450 -0.950 -0.947
H -1.424 0.457 -1.665
N 1.736 2.686 -0.858
C -1.642 -0.099 -0.799
C -1.968 -0.761 0.142
C 0.522 0.312 1.309
H -2.213 -1.329 0.991
S 0.941 -2.594 -0.107
C 1.426 1.651 -0.467
*
```



Density functional theory data (ωB97M-V/def2-TZVPD) for an isolated molecule of C3H6F2N2 at a distorted geometry.

SMILES string: [H]/N=C(\NC)C(F)F
Relative energy (zero: lowest compared OMol25 entry of this formula, charge and spin) in eV: 0.3348
Orbital gap in eV: 10.179
LUMO level in eV: 0.86

The geometry in ORCA input format:
```
! RIJCOSX wB97M-V def2-TZVPD def2/J DEFGRID3
* xyz 0 1
N -0.907 0.271 -0.138
H 2.496 0.427 -0.294
H -0.717 -1.774 -0.483
H -1.642 0.954 -0.076
F 1.660 -0.610 1.123
N 0.700 2.030 -0.087
F 1.464 -1.108 -1.032
H -0.075 2.706 -0.054
C 0.367 0.801 -0.118
H -2.419 -1.215 -0.129
C 1.585 -0.089 -0.103
C -1.308 -1.097 0.177
H -1.204 -1.297 1.216
*
```



| no. | total energy (Eh) |
| --- | --- |
| 1 | -367.443286 |
| 2 | -4228.166840 |
| 3 | -4348.167717 |
| 4 | -3286.107959 |
| 5 | -2738.287843 |
| 6 | -8845.283323 |
| 7 | -611.517089 |
| 8 | -327.115837 |
| 9 | -1097.459223 |
| 10 | -427.137347 |